31
Properties=species:S:1:pos:R:3:forces:R:3 method="wB97M-V/def2-TZVPD" multiplicity=1 e_tot_ev=-42680.5422 total_charge=0 homo_lumo_gap_ev=7.99
C 0.73866 3.34265 -0.75495 -0.281 -0.021 0.159
P 0.00071 1.85006 -1.59790 0.153 0.267 -1.033
C -1.85701 1.94727 -1.65512 -0.273 0.224 0.531
Si 0.63018 -0.04003 -0.66086 0.793 -1.167 -0.139
O 1.98457 -0.78414 -1.45049 -1.125 1.877 -0.994
Si 2.30920 -0.14417 -3.02057 -0.085 -0.745 1.345
H 1.52748 3.78682 -1.37102 -0.210 -0.223 -0.042
H -0.06120 4.08779 -0.65887 0.188 -0.128 0.091
H 1.16964 3.14773 0.23250 -0.259 -0.058 -0.098
H -2.30201 2.43059 -0.77481 0.212 -0.063 -0.135
H -2.31861 0.95751 -1.71234 0.376 -0.025 0.005
H -2.18951 2.49175 -2.54566 0.304 -0.002 0.149
H 0.98593 0.05063 0.75001 0.188 -0.004 0.079
H -0.48320 -0.99234 -0.84910 -0.016 0.099 0.020
H 2.75228 1.25303 -2.87050 0.178 0.003 -0.134
H 3.35600 -1.00321 -3.60606 0.097 0.033 0.051
H 1.11832 -0.19950 -3.87891 -0.064 -0.044 -0.090
C 2.57189 -1.25957 3.53822 0.186 -0.123 -0.251
N 1.45492 -0.34365 3.88144 0.145 -0.091 -0.110
O 0.90797 0.23501 2.97173 -0.194 0.221 0.022
O 1.17010 -0.24115 5.05010 -0.082 0.002 0.417
H 2.71042 -1.24810 2.46219 -0.059 0.047 0.019
H 3.45923 -0.89751 4.04932 -0.047 -0.064 0.091
H 2.29861 -2.25168 3.88577 0.046 0.044 0.107
C -3.11193 -2.90089 0.35994 0.090 -0.301 -0.025
N -3.16030 -1.56137 -0.27465 0.011 -0.251 -0.011
O -2.74386 -1.45927 -1.40480 -0.051 -0.037 -0.412
O -3.61028 -0.65726 0.38668 -0.148 0.344 0.277
H -2.68512 -3.60289 -0.34745 0.001 0.071 -0.031
H -2.49261 -2.81743 1.24869 -0.098 0.048 0.042
H -4.13047 -3.17668 0.61747 0.025 0.067 0.100